(1)
{"formula": "C30H42GeN2OPtSb", "method": "wB97M-V/def2-TZVPD", "elements": ["C", "C", "C", "C", "C", "C", "H", "C", "C", "C", "H", "N", "C", "H", "H", "H", "H", "H", "H", "H", "H", "H", "H", "C", "H", "C", "Ge", "C", "H", "H", "H", "C", "C", "H", "H", "Sb", "C", "H", "C", "C", "C", "C", "H", "C", "H", "C", "H", "H", "H", "H", "H", "C", "H", "C", "H", "N", "Pt", "C", "C", "H", "C", "C", "H", "H", "H", "H", "C", "H", "C", "H", "H", "H", "H", "H", "H", "O", "H", "H"], "positions_angstrom": [[2.6205, -0.4898, -3.4545], [-3.1253, 0.5158, -5.3648], [-0.5673, 1.9940, 6.5025], [1.5858, -3.0165, -0.6205], [0.9537, 4.0817, -0.2824], [2.3580, 4.0277, -2.1941], [0.4770, 2.1287, 6.2072], [-0.9066, 0.2962, 3.4054], [-1.4162, 1.7619, 5.2643], [2.9952, -2.3550, -4.9259], [0.5702, 4.5890, 0.5958], [-1.0763, 0.4390, 4.6683], [-4.1905, 1.1764, -3.3022], [-3.1763, 0.3472, -6.4319], [4.2578, -1.1095, 0.5735], [-2.4818, -3.6512, -2.2600], [2.0745, 2.4555, -3.6331], [-2.2009, -0.8774, 5.8426], [-0.7180, 2.7758, -0.4447], [-3.1633, -1.4356, -1.4401], [-0.0566, 1.0023, 8.3475], [-3.5532, -2.6657, -0.2308], [-5.0687, 1.5183, -2.7713], [1.7411, 2.8678, -2.6889], [-1.0318, -2.6886, -1.9777], [-0.6900, 0.8272, 7.4794], [1.8509, -1.6171, 0.6658], [1.2555, -0.7709, -3.4661], [2.4608, 5.5423, -0.6713], [-0.8935, 2.9243, 6.9681], [0.7546, -0.4690, 6.5266], [-4.2493, 0.9447, -4.6720], [-1.9276, 0.3119, -4.6935], [3.4173, 0.3418, 1.1056], [-0.8182, -1.6173, 5.0183], [-0.0827, 0.3129, -2.2885], [-1.1502, -0.7421, 5.5752], [0.7933, 2.0359, 1.3837], [-1.8826, -3.1688, -1.4869], [3.3808, -0.4785, 0.3936], [1.6349, -2.6347, -4.9333], [-2.7401, -2.1732, -0.7609], [2.2094, -2.7912, 2.8056], [3.4882, -1.2840, -4.1902], [-1.7176, 0.7629, 7.8495], [1.4510, -2.0640, 2.4978], [3.6740, -2.9693, -5.5019], [3.1591, 4.4777, -2.7713], [-1.0496, 0.0011, -5.2475], [4.5472, -1.0633, -4.1975], [1.6301, -2.6548, -1.6460], [0.7447, 2.2720, -1.9756], [-0.4375, -1.3266, 7.4929], [-0.3018, -0.4882, 6.8092], [2.4204, -3.7109, -0.4726], [-0.7625, 0.1605, 2.2569], [-0.3373, 0.0336, 0.2326], [1.9793, 4.6297, -0.9943], [0.7576, -1.8452, -4.2031], [-2.4274, -1.4333, 1.0953], [0.3518, 2.8020, -0.6607], [-3.0034, 0.9690, -2.6183], [-2.9651, 1.1413, -1.5466], [3.0178, 0.3474, -2.8924], [0.6632, -3.5557, -0.4365], [3.4445, -0.1162, -0.6302], [-1.8797, 0.5297, -3.3191], [1.9116, 1.5143, 0.1312], [0.8654, 1.6821, 0.3581], [-1.5168, -3.9450, -0.8160], [-5.1777, 1.1057, -5.2031], [0.4746, -2.5357, 2.5846], [1.5255, -1.1956, 3.1468], [-1.2578, 2.5251, 4.5038], [-2.4792, 1.7378, 5.5156], [-1.9683, -1.4313, 0.2484], [-0.3026, -2.0740, -4.2203], [1.2540, -3.4646, -5.5133]], "gap_ev": 6.64, "charge": 3, "e_lumo_ev": -10.30, "de_lowest_kcal_mol": 0.00, "e_tot_ev": -103092.3752}

(2)
{"formula": "C30H42GeN7O3W", "method": "wB97M-V/def2-TZVPD", "elements": ["H", "H", "W", "O", "C", "C", "H", "C", "C", "H", "C", "C", "H", "H", "C", "H", "C", "H", "C", "C", "C", "H", "H", "C", "H", "N", "H", "H", "H", "C", "O", "H", "H", "H", "H", "H", "N", "C", "H", "H", "H", "H", "H", "H", "N", "H", "H", "C", "C", "C", "N", "H", "C", "N", "H", "C", "H", "H", "C", "O", "N", "H", "N", "C", "H", "H", "C", "H", "C", "H", "H", "C", "H", "C", "C", "H", "H", "C", "C", "Ge", "C", "H", "C", "H"], "positions_angstrom": [[2.6748, -0.7724, 3.4066], [1.9311, -0.0707, -1.8323], [-0.3605, 0.5997, -0.8654], [0.1615, 1.3433, 1.2566], [3.2651, 4.2027, 0.9263], [-4.0389, 3.4088, 0.3433], [-0.4391, 1.6722, -3.2748], [3.3735, -0.3993, 2.6660], [-2.4856, -1.4453, -2.0331], [-2.5801, 0.2409, -5.5344], [-1.4491, -2.9074, 3.3755], [1.1885, -1.9239, -1.0013], [6.3768, 1.1356, 2.4429], [-4.2555, 4.4520, 0.5632], [-4.0927, -2.9797, -3.0746], [-4.9578, 2.8307, 0.4284], [0.6141, -3.9829, 4.0130], [-1.2726, -4.3425, 4.9615], [0.6697, -3.1970, -1.2911], [-0.7842, -2.2168, 2.3759], [5.2109, 0.5031, 0.7530], [-0.7494, 2.4822, 2.7402], [1.1533, -4.6727, 4.6485], [1.2740, -1.4282, -3.3746], [-1.3754, 0.8438, 2.5322], [-1.8053, -0.9472, -1.0201], [-1.9702, -1.4960, -0.1874], [4.7560, 0.3343, 4.1277], [-3.1021, 4.3474, 2.8961], [0.5097, -3.5855, -2.6061], [-1.8151, 1.8720, -0.2165], [-3.9168, -4.1441, -0.8120], [2.8126, 3.2045, -2.2998], [4.0583, 4.8443, 0.5566], [2.5605, 4.8237, 1.4791], [0.1724, -4.5888, -2.8360], [-3.2643, -2.5185, -1.9458], [0.5930, -2.3987, 2.1926], [-4.7047, -3.8084, -2.7367], [4.0905, 4.1913, -1.5640], [-4.7740, -2.1972, -3.4131], [0.9768, 3.1451, 1.9205], [-2.3763, -3.4837, -0.2845], [2.4914, 4.8990, -1.8601], [-2.4248, -0.8459, -3.2836], [3.8975, -0.2980, -0.7249], [-2.8226, 2.6709, 3.4427], [0.8132, -2.7027, -3.6484], [5.4530, 0.6730, 2.1184], [1.6691, 2.6822, -0.0628], [-1.8943, 0.6567, -4.9223], [-1.4050, 1.4591, -5.2877], [4.5381, 0.2222, 3.0735], [-0.8737, 0.8580, -2.8514], [-3.6283, 3.3203, -0.6548], [-1.0123, 1.7276, 2.0039], [5.9498, 0.8229, 0.0298], [0.4453, -3.8948, -0.4916], [3.0231, 3.9898, -1.5825], [1.0515, 2.1238, -1.0293], [-3.0660, 2.9232, 1.3403], [-2.5098, -2.7576, 3.5318], [2.6099, 3.5614, -0.2336], [-0.7501, -3.7975, 4.1864], [3.7069, 3.4517, 1.5807], [-4.4226, 3.1687, 2.9070], [-3.3666, -3.2217, -0.6626], [2.1016, 1.7797, 1.8501], [1.4768, -1.0367, -2.0500], [-1.3439, -1.5112, 1.7685], [2.3624, -3.4248, 2.9177], [4.0509, -0.1184, 0.3320], [-3.9033, -2.6197, 0.0744], [3.1177, -0.5664, 1.2887], [-1.7085, 0.2541, -3.6689], [-2.9815, -1.2810, -4.0030], [0.7075, -3.0330, -4.6744], [1.2742, 2.2720, 1.3405], [-2.0353, 2.2181, 0.9963], [1.5710, -1.5266, 0.8211], [1.2938, -3.2758, 3.0291], [-3.4746, -3.3435, -3.8979], [-3.3564, 3.3006, 2.7371], [1.5216, -0.7504, -4.1823]], "gap_ev": [6.87, 6.85], "charge": 4, "e_lumo_ev": [-11.62, -12.36], "spin_multiplicity": 4, "de_lowest_kcal_mol": 16.44, "e_tot_ev": -106670.6197}

(3)
{"formula": "C30H42N4O3PtS", "method": "wB97M-V/def2-TZVPD", "elements": ["H", "H", "H", "C", "C", "C", "O", "O", "H", "C", "C", "C", "N", "H", "N", "C", "C", "H", "N", "H", "H", "N", "H", "C", "C", "H", "C", "C", "H", "C", "C", "S", "H", "H", "H", "H", "H", "C", "H", "C", "C", "H", "H", "C", "H", "C", "H", "H", "H", "C", "H", "H", "C", "H", "H", "Pt", "C", "H", "H", "H", "H", "H", "H", "H", "H", "H", "H", "C", "H", "O", "C", "H", "H", "C", "C", "H", "C", "C", "C", "C", "H"], "positions_angstrom": [[1.0609, 0.9050, 3.2643], [-0.7403, 0.4881, -2.7068], [-0.3227, 1.8879, 3.7466], [2.9190, -0.7127, -0.7106], [-3.2681, -3.0905, -0.9091], [2.7250, -3.0848, -2.1917], [1.3233, -1.5756, 0.8216], [-1.4132, -1.2057, -0.0971], [-4.1145, -0.2152, 3.3891], [-3.9408, -0.7840, 2.4803], [1.0390, -3.8761, -0.4650], [2.0273, 2.3924, 1.2323], [1.9226, 1.1690, 0.4060], [-0.5170, -4.4370, -4.2670], [-0.6236, 0.6199, 2.0967], [-0.2974, 4.4385, -1.4587], [3.6243, -2.1327, -2.5820], [-0.5006, 5.5002, -1.6081], [0.3883, -4.8711, -1.0130], [-4.1975, 2.2520, -2.3918], [-2.2316, 3.8190, -2.2863], [-2.1961, -3.1218, -1.6512], [-1.2541, 2.0287, -3.3968], [0.7618, 2.6696, 2.0370], [-3.4734, -2.2502, 0.2113], [-2.5437, -3.4702, -3.6799], [0.2336, 1.5114, 2.8860], [2.9775, 0.5776, 0.0041], [-0.0375, 3.0042, 1.3716], [4.5300, -2.3041, -3.7702], [-4.6847, -2.3949, 0.9309], [-1.5018, 1.9577, -1.0174], [4.4198, -1.4784, -4.4743], [-2.1544, 0.7594, 3.4147], [-0.1720, -5.4173, -0.3750], [-2.2451, 4.0785, -0.5317], [-3.2033, -0.0137, -2.2112], [-2.0269, -3.9541, -2.8506], [-4.0554, -3.7930, -1.1725], [-1.6436, 3.7289, -1.3717], [-4.9506, -1.6654, 2.0573], [4.3127, -3.2294, -4.3012], [5.5761, -2.3331, -3.4625], [1.9270, -2.9292, -1.0232], [0.1540, 4.0223, -3.5465], [0.6179, 3.9237, -2.5631], [0.8293, -3.7349, 0.5907], [-6.9509, -2.4171, 2.3047], [-5.4166, -3.1107, 0.5705], [-2.4853, -1.3113, 0.6224], [4.3962, -0.1723, -2.1286], [3.9499, 1.0357, 0.1929], [-1.5317, 1.2407, -2.6965], [-2.7509, 0.0163, -3.9148], [-4.8961, 1.2128, -3.6253], [0.0954, 0.1966, 0.1550], [-0.5572, -4.1383, -3.2183], [-2.5154, -4.9148, -2.6764], [-0.3022, -6.1512, -2.4668], [2.8843, 2.2767, 1.8981], [-0.0402, -3.1753, -3.1616], [1.1912, -5.3619, -2.8931], [2.2297, 3.2399, 0.5741], [2.6765, -4.0026, -2.7626], [-1.4968, -2.4172, -1.4002], [-6.6873, -0.8272, 3.0123], [0.2081, 4.3651, -0.4918], [-2.8940, 0.6418, -3.0292], [-6.0491, -2.2605, 3.8102], [-2.7519, 1.5665, -0.2954], [3.6995, -0.9436, -1.8115], [1.5508, 4.4854, -2.5852], [0.8784, 2.8695, -2.4198], [0.2194, -5.1952, -2.4379], [-3.9719, 1.6847, -3.2946], [0.9814, 3.5131, 2.6933], [-2.7369, -0.5906, 1.8258], [2.0335, -1.7424, -0.2281], [-1.8015, 0.3253, 2.4769], [-6.2290, -1.8007, 2.8375], [-3.6621, 2.3782, -4.0798]], "gap_ev": [6.46, 6.95], "charge": 2, "e_lumo_ev": [-5.90, -6.28], "spin_multiplicity": 3, "de_lowest_kcal_mol": 2.64, "e_tot_ev": -57961.6793}